(1)
{
  "formula": "C38H31AsN8Se4Ta",
  "method": "ωB97M-V/def2-TZVPD",
  "lumo_energy_ev": [-5.35, -5.27],
  "homo_ev": [-9.19, -9.25],
  "e_tot_ha": -13803.0710,
  "gap_ev": [3.85, 3.98],
  "charge": 1,
  "elements": ["Ta", "C", "C", "C", "C", "C", "N", "C", "C", "C", "C", "C", "C", "C", "C", "N", "C", "N", "C", "N", "C", "N", "C", "N", "C", "N", "C", "C", "C", "C", "C", "C", "C", "C", "C", "C", "C", "C", "C", "C", "N", "H", "H", "H", "H", "H", "H", "H", "H", "H", "H", "H", "H", "H", "H", "H", "H", "Se", "Se", "Se", "Se", "C", "C", "As", "C", "C", "C", "C", "H", "H", "H", "H", "H", "H", "H", "H", "H", "H", "H", "H", "H", "H", "H"],
  "positions_angstrom": [[-0.55, 0.68, -0.86], [6.03, 1.52, -0.70], [5.85, 1.44, 0.68], [4.57, 1.52, 1.19], [3.47, 1.83, 0.37], [2.04, 1.97, 0.66], [1.64, 2.03, 1.92], [0.34, 1.95, 2.17], [-0.08, 2.30, 3.53], [0.47, 2.71, 4.72], [-0.30, 3.05, 5.80], [-1.69, 3.17, 5.65], [-2.30, 2.80, 4.46], [-1.47, 2.42, 3.35], [-1.82, 2.09, 2.03], [-3.10, 2.24, 1.55], [-3.37, 2.17, 0.21], [-2.50, 1.95, -0.87], [-3.24, 2.32, -1.97], [-2.79, 2.38, -3.29], [-1.47, 2.13, -3.49], [-0.38, 2.02, -2.67], [0.78, 2.15, -3.39], [2.06, 2.29, -2.92], [2.25, 2.06, -1.59], [1.36, 2.18, -0.52], [3.59, 1.76, -1.03], [4.90, 1.67, -1.52], [0.45, 2.19, -4.78], [1.22, 2.24, -5.96], [0.62, 2.11, -7.19], [-0.78, 2.06, -7.29], [-1.57, 2.04, -6.12], [-0.93, 2.07, -4.86], [-4.60, 2.59, -1.66], [-5.69, 3.13, -2.32], [-6.94, 3.34, -1.68], [-6.96, 3.34, -0.28], [-5.84, 2.85, 0.41], [-4.68, 2.47, -0.26], [-0.70, 1.86, 1.30], [6.98, 1.46, -1.19], [6.71, 1.58, 1.36], [4.43, 1.51, 2.27], [1.54, 2.59, 4.91], [0.13, 3.30, 6.77], [-2.24, 3.56, 6.53], [-3.40, 2.80, 4.34], [4.96, 1.70, -2.59], [2.34, 2.46, -5.91], [1.21, 1.93, -8.06], [-1.34, 1.90, -8.21], [-2.61, 2.08, -6.17], [-5.69, 3.24, -3.40], [-7.75, 3.68, -2.36], [-7.83, 3.68, 0.33], [-5.86, 2.80, 1.50], [-1.85, -1.23, 0.17], [-1.79, -1.11, -2.18], [0.83, -0.77, -2.32], [1.27, -0.86, -0.03], [-1.05, -5.65, 0.36], [0.19, -6.55, 0.41], [1.93, -5.67, 1.06], [2.85, -7.27, 1.85], [4.10, -6.75, 2.56], [1.22, -5.12, 2.84], [1.44, -3.63, 3.15], [-1.96, -6.23, 0.52], [-1.20, -5.20, -0.66], [-1.03, -4.83, 1.04], [0.43, -6.86, -0.64], [0.05, -7.40, 1.09], [3.14, -7.79, 0.95], [2.12, -7.86, 2.41], [4.94, -6.65, 1.81], [4.49, -7.35, 3.43], [3.91, -5.72, 3.04], [1.72, -5.73, 3.64], [0.18, -5.38, 2.84], [2.53, -3.36, 3.31], [1.00, -3.30, 4.11], [1.05, -3.05, 2.30]],
  "lowdin_charge": [0.8372, -0.0473, -0.0582, -0.0088, -0.1249, -0.3859, 0.2131, -0.2843, -0.0811, -0.0265, -0.0673, -0.0621, 0.0175, -0.1176, -0.2787, 0.2252, -0.2606, -0.0074, -0.2481, 0.2172, -0.2921, -0.0572, -0.3500, 0.2076, -0.3192, 0.0023, -0.1118, -0.0026, -0.1226, -0.0023, -0.0649, -0.0342, 0.0189, -0.1051, -0.1128, 0.0030, -0.0458, -0.0457, -0.0030, -0.1235, 0.0539, 0.1054, 0.1216, 0.1151, 0.1268, 0.1181, 0.1221, 0.1207, 0.1072, 0.1453, 0.1014, 0.1094, 0.0902, 0.1126, 0.1219, 0.1237, 0.1210, 0.2259, 0.2532, 0.3484, 0.3371, -0.1896, -0.4375, 1.1725, -0.4783, -0.2199, -0.4697, -0.1993, 0.0672, 0.0725, 0.0220, 0.0610, 0.0484, 0.0423, 0.0633, 0.0771, 0.0792, 0.0588, 0.0737, 0.0350, 0.0765, 0.0672, 0.0063]
}


(2)
{
  "formula": "C38H31CdCl5N5O3PS3",
  "method": "ωB97M-V/def2-TZVPD",
  "lumo_energy_ev": 3.87,
  "homo_ev": -2.55,
  "e_tot_ha": -5970.9798,
  "gap_ev": 6.43,
  "charge": -2,
  "elements": ["Cd", "O", "C", "C", "C", "C", "C", "C", "C", "O", "N", "N", "C", "C", "C", "C", "C", "C", "N", "H", "H", "H", "H", "H", "H", "H", "H", "H", "H", "Cl", "C", "C", "C", "Cl", "C", "Cl", "C", "Cl", "C", "Cl", "S", "P", "S", "C", "C", "C", "C", "C", "C", "C", "C", "C", "C", "C", "C", "H", "H", "H", "H", "H", "H", "H", "H", "H", "H", "C", "C", "C", "O", "H", "H", "H", "H", "H", "H", "H", "S", "C", "N", "C", "C", "C", "N", "H", "H", "H", "H"],
  "positions_angstrom": [[-0.02, 0.17, 0.50], [-2.63, -0.13, 4.73], [-3.59, -0.90, 4.19], [-4.79, -1.03, 4.89], [-5.82, -1.79, 4.37], [-5.68, -2.44, 3.15], [-4.48, -2.32, 2.45], [-3.42, -1.56, 2.95], [-2.14, -1.42, 2.18], [-1.29, -0.56, 2.60], [-2.02, -2.20, 1.13], [-0.86, -1.89, 0.46], [-0.38, -2.72, -0.35], [0.92, -2.42, -1.01], [1.43, -3.28, -1.96], [2.68, -2.99, -2.50], [3.38, -1.89, -2.05], [2.78, -1.08, -1.10], [1.58, -1.34, -0.59], [-1.89, -0.12, 4.05], [-4.89, -0.51, 5.84], [-6.75, -1.88, 4.93], [-6.49, -3.03, 2.74], [-4.34, -2.80, 1.49], [-0.86, -3.68, -0.51], [0.84, -4.12, -2.30], [3.10, -3.62, -3.28], [4.34, -1.62, -2.47], [3.26, -0.17, -0.75], [2.27, -0.07, 2.66], [2.23, 1.55, 2.01], [1.21, 1.88, 1.12], [1.21, 3.20, 0.65], [-0.05, 3.74, -0.41], [2.18, 4.12, 1.03], [2.14, 5.74, 0.43], [3.20, 3.74, 1.91], [4.42, 4.88, 2.39], [3.23, 2.44, 2.41], [4.47, 1.96, 3.51], [4.21, 3.25, -4.40], [2.95, 1.73, -4.20], [1.98, 1.43, -2.51], [1.79, 1.72, -5.62], [2.28, 1.96, -6.91], [1.42, 1.95, -8.00], [0.06, 1.71, -7.82], [-0.43, 1.47, -6.55], [0.43, 1.47, -5.45], [3.85, 0.15, -4.54], [3.13, -1.01, -4.83], [3.78, -2.23, -5.00], [5.16, -2.31, -4.87], [5.89, -1.16, -4.56], [5.24, 0.06, -4.40], [3.33, 2.16, -7.04], [1.81, 2.14, -9.00], [-0.61, 1.71, -8.67], [-1.48, 1.28, -6.40], [0.05, 1.28, -4.45], [2.05, -0.96, -4.89], [3.20, -3.12, -5.23], [5.67, -3.26, -5.01], [6.97, -1.21, -4.46], [5.79, 0.97, -4.18], [-2.77, 2.21, 1.66], [-3.20, 1.31, 0.52], [-4.38, 1.89, -0.23], [-2.08, 1.12, -0.37], [-3.60, 2.35, 2.36], [-2.47, 3.19, 1.26], [-1.93, 1.79, 2.20], [-3.50, 0.34, 0.93], [-4.10, 2.85, -0.68], [-5.21, 2.05, 0.46], [-4.71, 1.22, -1.03], [-2.06, -2.11, -2.96], [-2.88, -0.78, -3.62], [-2.89, 0.42, -2.93], [-3.47, 1.48, -3.49], [-4.11, 1.44, -4.70], [-4.13, 0.19, -5.32], [-3.54, -0.88, -4.83], [-2.41, 0.73, -1.23], [-3.42, 2.40, -2.91], [-4.57, 2.32, -5.14], [-4.64, 0.06, -6.27]],
  "nbo_charge": [1.6069, -0.7103, 0.4227, -0.3193, -0.1937, -0.2824, -0.1421, -0.2329, 0.5787, -0.8174, -0.4560, -0.3825, 0.1117, 0.1609, -0.2438, -0.1535, -0.2534, 0.0939, -0.5330, 0.5183, 0.2077, 0.1946, 0.2008, 0.2428, 0.1935, 0.2205, 0.2129, 0.2349, 0.2258, -0.0022, -0.0751, -0.5634, 0.0560, 0.0260, -0.1312, 0.0312, -0.0802, 0.0192, -0.0935, 0.0125, -0.7168, 1.1398, -0.7038, -0.4014, -0.1847, -0.2362, -0.2264, -0.2243, -0.1375, -0.2575, -0.2282, -0.2208, -0.2506, -0.2349, -0.2431, 0.2273, 0.1946, 0.1950, 0.2138, 0.2449, 0.2398, 0.2045, 0.1986, 0.2005, 0.2444, -0.6322, 0.0963, -0.6298, -0.8330, 0.2030, 0.2086, 0.2305, 0.1712, 0.1983, 0.2024, 0.2217, -0.4025, 0.2434, -0.5683, 0.0873, -0.4087, 0.0775, -0.5014, 0.5325, 0.1863, 0.2067, 0.1681]
}


(3)
{
  "formula": "C38H31I2MgN6O4S",
  "method": "ωB97M-V/def2-TZVPD",
  "lumo_energy_ev": 0.99,
  "homo_ev": -3.37,
  "e_tot_ha": -3290.0765,
  "gap_ev": 4.36,
  "charge": -1,
  "elements": ["Mg", "C", "C", "C", "C", "N", "C", "N", "C", "N", "C", "N", "C", "C", "C", "C", "C", "N", "C", "C", "C", "C", "C", "C", "H", "H", "H", "H", "H", "H", "H", "H", "H", "H", "H", "H", "I", "C", "C", "C", "I", "C", "C", "C", "C", "N", "C", "C", "O", "H", "H", "H", "H", "C", "C", "O", "C", "C", "H", "H", "H", "H", "H", "H", "H", "H", "H", "H", "O", "C", "O", "C", "C", "C", "C", "S", "C", "C", "H", "H", "H", "H", "H"],
  "positions_angstrom": [[0.59, -0.80, -1.15], [-3.03, -0.76, -3.56], [-3.89, -1.66, -2.95], [-3.42, -2.37, -1.86], [-2.10, -2.21, -1.42], [-1.27, -1.33, -2.04], [-1.76, -0.62, -3.05], [-1.75, -3.00, -0.34], [-0.53, -3.15, 0.03], [0.56, -2.66, -0.62], [1.69, -3.15, -0.08], [2.87, -3.03, -0.60], [3.06, -2.35, -1.78], [4.25, -2.66, -2.48], [4.51, -2.08, -3.70], [3.59, -1.16, -4.22], [2.47, -0.87, -3.47], [2.20, -1.44, -2.29], [1.34, -4.00, 1.08], [2.08, -4.73, 1.99], [1.40, -5.47, 2.95], [0.01, -5.46, 3.02], [-0.74, -4.71, 2.12], [-0.07, -4.00, 1.14], [-3.37, -0.14, -4.37], [-4.91, -1.77, -3.28], [-4.05, -3.06, -1.31], [-1.08, 0.11, -3.48], [4.92, -3.37, -2.03], [5.40, -2.34, -4.25], [3.75, -0.69, -5.18], [1.74, -0.15, -3.82], [3.16, -4.72, 1.95], [1.96, -6.07, 3.66], [-0.49, -6.05, 3.78], [-1.82, -4.67, 2.18], [-0.48, 4.24, -1.34], [1.37, 3.36, -0.85], [2.38, 4.27, -0.54], [3.67, 3.85, -0.36], [5.16, 5.30, 0.04], [4.01, 2.49, -0.48], [5.32, 1.98, -0.44], [5.54, 0.64, -0.54], [4.43, -0.21, -0.65], [3.20, 0.23, -0.72], [2.95, 1.55, -0.68], [1.57, 1.96, -0.89], [0.70, 1.04, -1.15], [2.14, 5.32, -0.48], [6.16, 2.66, -0.35], [6.54, 0.24, -0.55], [4.55, -1.29, -0.68], [-1.94, -0.52, 2.13], [-0.77, -0.97, 2.97], [0.44, -0.82, 2.24], [1.56, -1.05, 3.07], [2.84, -0.76, 2.32], [-2.86, -0.55, 2.70], [-2.04, -1.15, 1.25], [-1.77, 0.50, 1.78], [-0.88, -2.03, 3.27], [-0.71, -0.38, 3.89], [1.55, -2.09, 3.44], [1.49, -0.40, 3.96], [2.95, -1.43, 1.47], [3.69, -0.89, 3.00], [2.83, 0.26, 1.96], [-7.28, 6.47, 2.54], [-7.17, 6.18, 1.21], [-8.01, 6.63, 0.46], [-6.07, 5.31, 0.81], [-5.02, 4.92, 1.66], [-4.09, 3.99, 1.27], [-4.15, 3.39, -0.01], [-3.09, 2.13, -0.45], [-5.14, 3.86, -0.90], [-6.07, 4.79, -0.50], [-6.58, 6.02, 3.02], [-4.92, 5.35, 2.65], [-3.29, 3.70, 1.94], [-5.17, 3.44, -1.90], [-6.85, 5.13, -1.17]],
  "lowdin_charge": [0.6401, -0.0574, -0.0549, -0.0024, -0.2964, 0.0842, -0.1162, 0.1660, -0.2962, 0.0654, -0.2903, 0.1690, -0.3637, -0.0357, -0.0665, -0.0580, -0.1142, 0.0464, -0.0891, -0.0148, -0.0809, -0.0762, -0.0137, -0.0878, 0.1063, 0.1088, 0.1096, 0.1178, 0.1138, 0.1046, 0.1005, 0.1212, 0.1155, 0.0993, 0.1005, 0.1185, 0.9082, -0.6064, -0.2599, -0.6586, 0.8387, -0.2219, -0.0567, -0.0377, -0.1396, 0.1152, -0.1343, -0.3800, -0.1552, 0.0630, 0.0503, 0.1013, 0.0862, -0.0605, -0.2792, -0.1559, -0.2846, -0.0558, 0.0837, 0.0472, 0.0465, 0.1082, 0.1172, 0.1135, 0.1186, 0.0450, 0.0816, 0.0769, 0.0773, -0.5041, 0.0695, -0.1812, -0.0604, -0.1405, -0.8172, 0.3975, -0.1390, -0.0393, 0.0688, 0.0993, 0.0883, 0.0831, 0.1101]
}


Among the records above, which one has the highest charge?
C38H31AsN8Se4Ta